A structure of composition C4H12FK3O2. Source: OMol25; level of theory: wB97M-V/def2-TZVPD.

Atoms and positions in Å:
K  1.372  4.192  0.608
K  0.503  1.297  3.303
K  -2.190  3.432  1.138
F  -0.157  1.753  0.561
C  3.372  -1.764  -0.422
C  2.555  -0.722  0.321
O  1.488  -0.258  -0.528
H  2.731  -2.496  -0.906
H  4.099  -2.235  0.237
H  3.944  -1.269  -1.211
H  3.147  0.164  0.588
H  2.133  -1.223  1.212
H  1.058  0.477  -0.073
C  -3.024  -0.655  0.174
C  -2.621  -0.113  -1.162
O  -2.329  1.292  -1.100
H  -3.215  -1.730  0.102
H  -3.963  -0.215  0.510
H  -2.222  -0.529  0.907
H  -3.439  -0.216  -1.877
H  -1.792  -0.628  -1.652
H  -1.452  1.448  -0.728

Properties
LUMO = -8.24 eV
Orbital gap = 6.8 eV
Maximum force = 2.0 eV Å⁻¹
Relative energy (zero: lowest compared OMol25 entry of this formula, charge and spin) = 0.0 kcal/mol
Total charge = +2
HOMO energy = -15.0 eV
Energy = -60117.72589 eV

Results of the natural (NBO) charge analysis, in e, for atoms 1 through 4: atom 1 (K): 1.00, atom 2 (K): 0.99, atom 3 (K): 0.99, atom 4 (F): -0.96

A structure of composition C4H12FeO12P2. Source: OMol25; level of theory: wB97M-V/def2-TZVPD.

Atoms and positions in Å:
Fe  -0.605  0.803  -1.642
P  -2.356  -0.278  -3.279
O  -1.773  0.134  -4.695
O  -3.679  -0.968  -3.611
O  -2.405  1.057  -2.428
O  -1.193  -0.989  -2.451
P  0.429  2.339  0.317
O  1.951  2.152  0.661
O  0.065  3.445  1.351
O  -0.364  0.973  0.334
O  0.196  2.654  -1.154
C  -0.752  -1.178  2.818
C  -2.023  -0.431  3.217
O  -2.716  0.275  2.209
O  0.338  -0.305  2.592
H  -0.938  -1.880  1.995
H  -0.357  -1.714  3.693
H  -1.666  0.320  3.934
H  -2.679  -1.109  3.783
H  -2.093  0.358  1.452
H  0.246  0.127  1.675
C  1.978  -0.885  -1.918
C  2.307  -1.080  -0.439
O  3.233  -0.139  0.128
O  1.589  0.460  -2.161
H  1.166  -1.603  -2.049
H  2.866  -1.067  -2.543
H  2.743  -2.058  -0.196
H  1.340  -1.061  0.075
H  2.728  0.742  0.272
H  2.420  0.907  -1.942

Properties
LUMO (alpha / beta) = 9.39 / 9.39 eV
Multiplicity = 5
Orbital gap (alpha / beta) = 3.6 / 3.3 eV
Maximum force = 4.2 eV Å⁻¹
Expectation value of S² = 6.0110
Total charge = -4
HOMO energy (alpha / beta) = 5.8 / 6.1 eV
Energy = -81873.71135 eV

Results of the natural (NBO) charge analysis, in e, for atoms 1 through 4: atom 1 (Fe): 1.54, atom 2 (P): 2.47, atom 3 (O): -1.34, atom 4 (O): -1.28

A structure of composition C4H12IMnO2. Source: OMol25; level of theory: wB97M-V/def2-TZVPD.

Atoms and positions in Å:
Mn  -2.807  -2.271  1.277
I  -3.039  0.342  0.093
C  1.655  4.065  0.933
C  0.452  3.314  0.344
O  -0.344  2.620  1.234
H  2.446  3.389  1.258
H  1.429  4.631  1.836
H  2.121  4.756  0.230
H  0.669  2.702  -0.532
H  -0.118  4.148  -0.065
H  -1.137  2.326  0.780
C  0.147  -3.955  -1.426
C  -0.021  -3.131  -0.221
O  -1.273  -2.498  -0.211
H  0.362  -3.400  -2.338
H  -0.857  -4.261  -1.719
H  0.748  -4.848  -1.255
H  0.743  -2.376  -0.032
H  0.061  -3.778  0.653
H  -1.236  -1.774  -0.839

Properties
LUMO (alpha / beta) = 0.19 / -0.63 eV
Multiplicity = 7
Orbital gap (alpha / beta) = 7.3 / 8.3 eV
Maximum force = 2.4 eV Å⁻¹
Expectation value of S² = 12.0021
Total charge = 0
HOMO energy (alpha / beta) = -7.1 / -8.9 eV
Energy = -47857.21933 eV

Results of the natural (NBO) charge analysis, in e, for atoms 1 through 4: atom 1 (Mn): 0.81, atom 2 (I): -0.81, atom 3 (C): -0.63, atom 4 (C): -0.05

A cluster of 3 separate species, C4H12IN2 in total. Source: OMol25; level of theory: wB97M-V/def2-TZVPD.

Atoms and positions in Å:
C  -1.473  -2.098  0.925
C  -0.750  -1.255  -1.222
C  0.517  2.425  -0.568
C  -0.660  0.145  0.723
N  -0.892  -0.998  0.209
N  0.776  3.502  0.166
I  3.242  -0.747  0.334
H  -2.572  -2.153  0.546
H  -1.002  -3.036  0.658
H  -1.358  -2.058  1.969
H  -0.402  -2.236  -1.581
H  -1.715  -0.985  -1.835
H  -0.132  -0.603  -1.723
H  -0.386  2.223  -1.221
H  1.073  1.573  -0.337
H  -0.720  0.167  1.755
H  0.175  4.241  0.466
H  4.559  -1.392  0.084
H  1.718  3.286  0.652

Properties
LUMO = -4.51 eV
Orbital gap = 7.8 eV
Maximum force = 4.9 eV Å⁻¹
Relative energy (zero: lowest compared OMol25 entry of this formula, charge and spin) = 103.6 kcal/mol
Total charge = +1
HOMO energy = -12.4 eV
Energy = -15412.58820 eV

Results of the natural (NBO) charge analysis, in e, for atoms 1 through 4: atom 1 (C): -0.43, atom 2 (C): -0.44, atom 3 (C): 0.11, atom 4 (C): -0.09